# 1
Formula: C3H3Cl2NS
Source: the Open Molecules 2025 dataset
Level of theory: ωB97M-V/def2-TZVPD

Computed properties:
SMILES: S=C[C@@H](Cl)/N=C\Cl
HOMO energy: -0.33452 hartree
Total energy: -1489.3713 Eh

Each line ends with the Mulliken charge.
CARTESIAN COORDINATES (ANGSTROEM)
1 S -3.087 -0.573 -0.491  -0.21
2 C -1.517 -0.519 -0.614  -0.23
3 C -0.543 -0.709 0.559  0.02
4 Cl -0.139 -2.489 0.445  -0.15
5 N 0.462 0.249 0.444  -0.33
6 C 1.589 0.349 -0.029  0.03
7 Cl 2.438 -1.016 -0.656  -0.15
8 H -1.195 -0.451 -1.679  0.27
9 H -0.925 -0.477 1.469  0.37
10 H 2.252 1.159 -0.130  0.39


# 2
Formula: C3H3Cl2NS
Source: the Open Molecules 2025 dataset
Level of theory: ωB97M-V/def2-TZVPD

Computed properties:
2S+1: 3
HOMO energy (spin up / spin down): -0.20982 / -0.35491 hartree
Total energy: -1489.2812 Eh
Expectation value of S²: 2.030

Each line ends with the Mulliken charge.
CARTESIAN COORDINATES (ANGSTROEM)
1 C 0.536 0.075 0.682  -0.67
2 C 1.077 0.852 -0.287  -0.16
3 C -0.878 0.373 0.787  0.55
4 N -1.336 1.271 -0.084  -0.49
5 S -0.133 1.920 -0.986  0.14
6 Cl -1.905 -0.263 1.938  -0.13
7 Cl 0.063 -2.529 -0.781  -0.24
8 H 0.977 -0.787 1.270  0.37
9 H 2.041 1.044 -0.757  0.38
10 H -0.442 -1.956 -1.781  0.24


The highest total energy belongs to which entry? number 2


Which value of total energy does entry 1 give? -1489.3713 Eh